(1)
This record from OMol25 describes a structure of composition C5H13N3. The level of theory is ωB97M-V/def2-TZVPD.

Last column: Mulliken charge in e.
Positions of all 21 atoms, in Å:
C1 -1.0892 -0.7989 -0.0726  0.61
C2 2.7637 0.4674 0.0331  -1.14
C3 -1.8490 -0.4207 -1.3175  -1.32
C4 -1.7024 -0.4014 1.2431  -1.35
N1 0.3117 0.4954 -0.2303  0.02
C5 1.4223 -0.2185 -0.0416  0.63
N2 0.3742 1.8846 -0.0363  -0.70
N3 1.2146 -1.4738 0.2277  -0.67
H1 -0.8731 -1.8603 -0.0857  0.31
H2 0.0889 2.1321 0.9104  0.21
H3 -0.2666 2.3312 -0.6837  0.23
H4 2.0188 -2.0725 0.0546  0.18
H5 3.5526 -0.2307 -0.2482  0.38
H6 2.7903 1.3327 -0.6271  0.33
H7 2.9468 0.8168 1.0503  0.23
H8 -1.2400 -0.5960 -2.2035  0.33
H9 -2.1504 0.6257 -1.3013  0.28
H10 -2.7320 -1.0638 -1.4049  0.42
H11 -2.5985 -1.0039 1.4259  0.39
H12 -1.0030 -0.5985 2.0549  0.37
H13 -1.9796 0.6528 1.2528  0.25

Charge: 0
HOMO in eV: -8.07
Orbital gap in eV: 9.04
LUMO in eV: 1.0

***

(2)
This record from OMol25 describes a cluster of 3 separate species, C5H13N3 in total. The level of theory is ωB97M-V/def2-TZVPD.

Last column: Mulliken charge in e.
Positions of all 21 atoms, in Å:
C1 -2.1098 0.6171 0.5591  -0.89
C2 -0.7891 0.2401 -0.1326  -0.14
C3 0.1611 -0.8804 0.3066  -0.49
C4 1.4754 -0.6293 -0.1275  0.08
C5 2.6193 -1.5881 0.2484  -0.32
N1 3.6234 -0.7588 0.8338  -0.66
N2 1.8670 0.3182 -0.9974  -0.70
N3 -3.9996 1.6861 -0.8422  -0.62
H1 -3.0409 0.9104 -0.2164  0.24
H2 -2.0223 1.6402 0.9463  0.28
H3 -2.4091 -0.0106 1.3966  0.39
H4 -0.1274 1.1090 -0.0049  0.22
H5 -0.9142 0.1155 -1.2173  0.36
H6 -0.2403 -1.8808 0.1489  0.24
H7 2.0912 -2.4561 0.6188  0.36
H8 4.4985 -1.2835 0.8906  0.25
H9 3.3706 -1.4905 -0.5838  0.40
H10 1.8732 0.0325 1.4063  0.30
H11 2.6288 0.8182 -0.5335  0.33
H12 -5.0075 1.6413 -0.9611  0.17
H13 -3.5482 1.8494 -1.7385  0.21

Charge: 0
HOMO in eV: -6.87
Orbital gap in eV: 2.94
LUMO in eV: -3.9

***

(3)
This record from OMol25 describes a cluster of 2 separate species, C5H13N3 in total. The level of theory is ωB97M-V/def2-TZVPD.

Last column: Mulliken charge in e.
Positions of all 21 atoms, in Å:
C1 -1.4488 0.2276 0.6925  -0.38
C2 -2.6005 0.9207 -0.0181  -1.40
N1 -0.4784 -0.2859 -0.2682  -0.14
H1 -0.9070 -0.5954 -1.1326  0.24
H2 0.8127 1.0968 -0.8413  0.22
H3 -1.8407 -0.5733 1.3359  0.33
H4 -0.9187 0.9376 1.3360  0.25
H5 -3.2731 1.3609 0.7128  0.39
H6 -3.1699 0.2054 -0.6100  0.36
H7 -2.2336 1.7094 -0.6705  0.33
C3 1.2299 -1.8984 -0.9221  -1.34
C4 0.5838 -1.1104 0.1800  0.62
C5 1.9382 1.3499 -0.4660  -0.17
N2 1.0683 -1.1504 1.3460  -0.65
N3 2.2707 1.7117 0.6871  -0.54
H8 0.5674 -0.6134 2.0472  0.25
H9 1.4771 1.9403 1.2927  0.26
H10 2.7529 1.0631 -1.1309  0.28
H11 1.3699 -1.2892 -1.8139  0.36
H12 0.6018 -2.7542 -1.1756  0.38
H13 2.1981 -2.2528 -0.5811  0.32

SMILES: [H]/N=C(/C)NCC.C=N
Charge: 0
HOMO in eV: -8.89
Orbital gap in eV: 9.69
LUMO in eV: 0.8

***

Energies relative to the most stable structure, in hartree: (1) 0.0528; (2) 0.5166; (3) 0.0000.

***

(1)
This record from OMol25 describes the ion C3H8NO2 with charge -1. The level of theory is ωB97M-V/def2-TZVPD.

Last column: Mulliken charge in e.
Positions of all 14 atoms, in Å:
C1 -0.6784 -0.3815 1.2797  -0.63
O1 -1.3504 -1.4893 0.8747  -0.87
C2 0.0186 0.3741 0.1330  0.25
C3 1.3068 -0.2320 -0.3431  -0.62
O2 1.6772 0.2125 -1.6542  -0.54
N1 -0.9964 0.5176 -0.9951  -0.89
H1 0.0305 -0.4386 2.1356  0.27
H2 -1.4839 0.3163 1.6720  0.26
H3 0.2898 1.4190 0.4143  0.19
H4 2.1196 -0.0376 0.3565  0.27
H5 1.1236 -1.3176 -0.4156  0.27
H6 0.9446 0.7607 -1.9261  0.37
H7 -1.1790 -0.4993 -1.0492  0.34
H8 -1.8225 0.7958 -0.4825  0.34

SMILES: N[C@@H](C[O-])CO
Charge: -1
HOMO in eV: -2.63
Orbital gap in eV: 6.83
LUMO in eV: 4.2

***

(2)
This record from OMol25 describes a cluster of 2 separate species, C3H8NO2 in total. The level of theory is ωB97M-V/def2-TZVPD.

Last column: Mulliken charge in e.
Positions of all 14 atoms, in Å:
O1 -0.9969 -1.0062 -1.8235  -0.62
C1 0.0421 -1.6820 -1.9299  -0.05
O2 1.0185 -1.7620 -1.1517  -0.73
H1 0.1589 -2.2182 -2.9137  0.40
C2 -0.6133 0.1493 1.6096  -1.18
C3 -0.1854 1.1781 0.5727  -0.08
N1 1.1781 0.8977 0.1413  -0.79
H2 0.2392 -0.1499 2.2250  0.33
H3 -1.3938 0.4981 2.2921  0.33
H4 -0.9847 -0.7393 1.0979  0.27
H5 -0.9017 1.1344 -0.2567  0.20
H6 -0.2335 2.1924 0.9869  0.41
H7 1.2141 -0.0437 -0.2706  0.32
H8 1.4586 1.5514 -0.5795  0.20

Charge: -1
HOMO in eV: -4.27
Orbital gap in eV: 8.65
LUMO in eV: 4.4

***

(3)
This record from OMol25 describes the ion C3H8NO2 with charge -1. The level of theory is ωB97M-V/def2-TZVPD.

Last column: Mulliken charge in e.
Positions of all 14 atoms, in Å:
N1 -1.4757 0.7178 0.4850  -0.79
C1 -0.4840 -0.0800 -0.2922  0.59
C2 0.5202 -0.7533 0.6348  -0.68
O1 -0.1177 -1.3328 1.8272  -0.56
C3 0.3411 0.8774 -1.2176  -0.78
O2 1.4459 0.3630 -1.7417  -0.85
H1 -1.6854 1.3916 -0.2428  0.29
H2 -1.1592 1.0583 1.3763  0.21
H3 -0.9183 -0.7822 -1.0041  0.18
H4 0.9884 -1.5747 0.1177  0.31
H5 1.2026 0.0378 0.9479  0.29
H6 -0.8970 -0.7675 1.8756  0.37
H7 -0.4571 1.1587 -1.9977  0.21
H8 0.5224 1.8487 -0.6744  0.22

SMILES: N[C@@H](C[O-])CO
Charge: -1
HOMO in eV: -2.51
Orbital gap in eV: 6.56
LUMO in eV: 4.1

***

Energies relative to the most stable structure, in hartree: (1) 0.0781; (2) 0.0000; (3) 0.0928.

***

(1)
This record from OMol25 describes a cluster of 2 separate species, C11H15N in total. The level of theory is ωB97M-V/def2-TZVPD.

Last column: Mulliken charge in e.
Positions of all 27 atoms, in Å:
C1 -1.8314 -1.7945 -2.3711  -1.42
C2 -0.4059 -0.6969 0.9096  -0.51
C3 -1.3468 -0.5037 -0.1071  0.84
C4 -1.2166 -1.6105 -1.0177  0.49
C5 -0.2453 -2.4133 -0.5162  -0.56
C6 -0.2258 0.2545 1.9281  -0.36
C7 -1.0092 1.3896 1.8474  -0.47
C8 -2.1477 0.6457 -0.1475  -0.42
C9 -1.9801 1.5741 0.8576  -0.74
N1 0.2923 -1.8596 0.6366  -0.12
H1 0.5625 -2.4568 1.4033  0.27
H2 0.5679 0.1507 2.6533  0.44
H3 0.0731 -3.3755 -0.8775  0.45
H4 -0.9480 2.0782 2.6878  0.37
H5 -2.7414 0.8311 -1.0351  0.33
H6 -2.7023 -1.1790 -2.6170  0.35
H7 -2.0897 -2.8463 -2.4974  0.34
H8 -2.6111 2.4475 0.8948  0.40
H9 -1.1263 -1.5826 -3.1747  0.29
C10 2.4534 2.0820 0.2657  -0.80
C11 2.8446 0.6406 -0.0756  -0.43
H10 1.3990 2.1863 0.0188  0.16
H11 2.5616 2.2836 1.3344  0.24
H12 3.0219 2.8363 -0.2829  0.36
H13 2.0474 -0.0097 0.2455  -0.09
H14 2.9458 0.5792 -1.1677  0.25
H15 3.8581 0.3492 0.2044  0.33

SMILES: Cc1c[nH]c2ccccc12.CC
Charge: 0
HOMO in eV: -7.94
Orbital gap in eV: 8.89
LUMO in eV: 1.0

***

(2)
This record from OMol25 describes a cluster of 2 separate species, C11H15N in total. The level of theory is ωB97M-V/def2-TZVPD.

Last column: Mulliken charge in e.
Positions of all 27 atoms, in Å:
C1 0.0135 2.8544 0.4204  -0.50
C2 1.0876 3.4757 1.3087  -1.03
H1 0.4190 2.7144 -0.5773  0.16
H2 -0.2666 1.8993 0.8564  0.12
H3 -0.8647 3.4908 0.2994  0.35
H4 0.8581 3.5510 2.3656  0.31
H5 1.3880 4.4470 0.9193  0.31
H6 2.0350 2.9180 1.2558  0.29
C3 -2.6341 -2.1837 0.7678  -1.27
C4 -0.4949 -1.1523 -0.3692  1.00
C5 -1.1666 -1.9236 0.6474  0.29
C6 0.8893 -1.3551 -0.1841  -0.11
C7 -0.1994 -2.6173 1.2892  -0.69
C8 0.0768 0.2864 -2.2252  -0.82
C9 1.4405 0.0547 -2.0163  -0.32
C10 -0.8706 -0.2820 -1.3958  -0.32
C11 1.8574 -0.8024 -1.0002  -0.80
N1 1.0657 -2.2338 0.8682  -0.14
H7 -0.2873 0.8956 -3.0385  0.40
H8 2.1899 0.3948 -2.7231  0.40
H9 -1.9095 -0.2919 -1.7012  0.35
H10 2.9063 -1.0493 -0.9306  0.39
H11 -2.8325 -3.0243 1.4287  0.36
H12 -3.0098 -2.4763 -0.2204  0.32
H13 -0.3249 -3.4159 2.0062  0.40
H14 1.8450 -2.8682 0.9019  0.25
H15 -3.2111 -1.3063 1.0469  0.29

SMILES: Cc1c[nH]c2ccccc12.CC
Charge: 0
HOMO in eV: -7.91
Orbital gap in eV: 8.84
LUMO in eV: 0.9

***

Energies relative to the most stable structure, in hartree: (1) 0.0025; (2) 0.0000.

***

(1)
This record from OMol25 describes a cluster of 2 separate species, C11H15N in total. The level of theory is ωB97M-V/def2-TZVPD.

Last column: Mulliken charge in e.
Positions of all 27 atoms, in Å:
C1 0.8776 -1.0767 -3.6832  -0.45
C2 0.8798 -1.1941 -5.2124  -0.96
H1 1.4889 -1.8848 -3.1991  0.26
H2 1.2773 -0.1261 -3.3094  0.19
H3 -0.1839 -1.1780 -3.3006  0.14
H4 0.3491 -0.4623 -5.9297  0.28
H5 0.3136 -2.1465 -5.6090  0.25
H6 1.8885 -1.3009 -5.7028  0.28
C3 -2.1873 0.8054 -0.9399  -1.00
C4 -0.2480 0.1155 0.7538  1.01
C5 -1.7128 0.5252 0.4855  0.61
C6 -0.1771 0.0047 2.1189  -0.29
C7 -2.3325 0.5760 1.6934  -0.96
C8 0.9124 0.2358 -0.0730  -0.30
C9 2.0772 0.2143 0.5234  -0.40
C10 2.1898 0.0081 1.8731  -0.53
C11 1.0926 -0.0797 2.6862  -0.58
N1 -1.3959 0.2876 2.7178  -0.05
H7 0.7113 0.5310 -1.0957  0.09
H8 2.9948 0.4255 -0.0286  0.35
H9 3.2683 0.0032 2.2139  0.25
H10 -1.3860 1.5197 -1.2502  0.25
H11 -3.2163 1.1113 -1.0341  0.35
H12 -3.2607 0.8964 1.9773  0.47
H13 -1.7153 0.1425 3.5941  0.12
H14 1.1041 -0.1077 3.7254  0.45
H15 -2.0930 -0.2438 -1.4311  0.16

SMILES: Cc1c[nH]c2ccccc12.CC
Charge: 0
HOMO in eV: -7.93
Orbital gap in eV: 8.88
LUMO in eV: 0.9

***

(2)
This record from OMol25 describes a cluster of 2 separate species, C11H15N in total. The level of theory is ωB97M-V/def2-TZVPD.

Last column: Mulliken charge in e.
Positions of all 27 atoms, in Å:
C1 -1.3634 2.8138 -0.2831  -1.13
C2 -0.3671 0.6194 0.6732  0.77
C3 -0.2363 1.9541 0.2926  0.18
C4 0.9361 0.1884 1.1324  0.15
C5 1.0265 2.3806 0.6533  -0.68
C6 -1.0538 -1.7408 1.0523  -0.95
C7 0.2130 -2.0278 1.4807  -0.05
C8 -1.3486 -0.4177 0.6540  -0.16
C9 1.2437 -1.1034 1.5531  -0.79
N1 1.8712 1.3111 0.9627  -0.14
H1 -1.9280 -2.4114 1.0155  0.33
H2 0.4992 -3.0967 1.6428  0.29
H3 -2.3830 -0.1841 0.3399  0.35
H4 2.3139 -1.3463 1.6281  0.32
H5 -0.9984 3.8095 -0.6584  0.33
H6 -2.2072 2.8916 0.4730  0.27
H7 1.3920 3.4061 0.6467  0.41
H8 2.7172 1.4154 1.4002  0.21
H9 -1.7144 2.2989 -1.2306  0.26
C10 -0.1080 -2.4359 -2.7210  -0.45
C11 -0.4214 -1.1138 -3.4384  -0.74
H10 -0.8695 -3.3273 -2.9443  0.22
H11 0.8305 -2.8868 -2.8993  0.33
H12 -0.1924 -2.1718 -1.6550  -0.04
H13 0.1617 -0.2303 -3.1360  0.24
H14 -1.4675 -0.9368 -3.0627  0.20
H15 -0.3778 -1.1090 -4.5937  0.27

SMILES: Cc1c[nH]c2ccccc12.CC
Charge: 0
HOMO in eV: -7.73
Orbital gap in eV: 8.65
LUMO in eV: 0.9

***

(3)
This record from OMol25 describes a cluster of 2 separate species, C11H15N in total. The level of theory is ωB97M-V/def2-TZVPD.

Last column: Mulliken charge in e.
Positions of all 27 atoms, in Å:
C1 3.8664 1.1464 -0.7983  -1.32
C2 1.5856 -0.0594 -0.7855  0.58
C3 3.0339 0.0333 -1.0667  0.67
C4 1.0292 -1.3530 -1.1435  0.23
C5 3.2569 -1.2794 -1.5437  -0.55
C6 -0.6821 0.6366 -0.3421  -0.55
C7 -1.0654 -0.6905 -0.4299  0.11
C8 0.6955 1.0586 -0.5864  -0.80
C9 -0.2954 -1.7354 -0.9383  -1.09
N1 2.1398 -2.1375 -1.4789  -0.12
H1 -1.3669 1.3349 -0.0641  0.61
H2 -2.0522 -0.7520 -0.0650  0.02
H3 0.8168 2.0429 -0.3691  0.36
H4 -0.6431 -2.7212 -1.1505  0.36
H5 4.7269 1.3486 -1.6173  0.25
H6 4.3884 0.9032 0.1585  0.26
H7 4.1879 -1.8537 -1.8981  0.32
H8 1.9649 -3.0644 -1.9099  0.28
H9 3.4520 2.0782 -0.4498  0.34
C10 -4.0324 0.6414 1.4297  -0.84
C11 -3.2154 0.6279 2.6909  -0.60
H10 -4.0791 1.6334 0.9459  0.26
H11 -3.7365 -0.1415 0.7095  0.23
H12 -5.0963 0.5075 1.8037  0.31
H13 -3.8817 0.2914 3.6165  0.28
H14 -2.6675 1.6197 2.6403  0.20
H15 -2.3302 -0.1158 2.6421  0.19

SMILES: Cc1c[nH]c2ccccc12.CC
Charge: 0
HOMO in eV: -7.61
Orbital gap in eV: 8.54
LUMO in eV: 0.9

***

Energies relative to the most stable structure, in hartree: (1) 0.0154; (2) 0.0000; (3) 0.0514.

***

(1)
This record from OMol25 describes an isolated molecule of C3H3NS2. The level of theory is ωB97M-V/def2-TZVPD.

Last column: Mulliken charge in e.
Positions of all 9 atoms, in Å:
C1 2.3797 -0.5797 0.1092  0.50
C2 -0.1504 0.4294 0.0638  0.19
C3 -1.5653 0.0696 -0.0978  -0.75
N1 2.7018 0.5351 -0.0862  -0.51
S1 0.8823 1.5998 0.1486  -0.01
S2 1.4918 -1.8931 0.3809  -0.31
H1 -2.2160 0.7913 0.1894  0.36
H2 -1.9184 -0.1219 -1.1370  0.29
H3 -1.6056 -0.8306 0.4289  0.25

Charge: 0
HOMO in eV: -8.96
Orbital gap in eV: 8.16
LUMO in eV: -0.8

***

(2)
This record from OMol25 describes a cluster of 2 separate species, C3H3NS2 in total. The level of theory is ωB97M-V/def2-TZVPD.

Last column: Mulliken charge in e.
Positions of all 9 atoms, in Å:
C1 -3.5284 -0.1981 0.2154  0.47
C2 -0.1372 1.5443 -0.3247  0.22
C3 0.7265 0.5583 -0.3423  -0.43
N1 -2.3278 -0.4363 0.3014  -0.46
S1 -4.9511 -0.1321 -0.3035  -0.36
S2 -1.1124 2.6368 0.1595  -0.31
H1 1.8022 0.5392 -0.3859  0.30
H2 0.1066 -0.4330 -0.2640  0.28
H3 -1.7007 -0.0154 0.9400  0.30

SMILES: C=C=S.N=C=S
Charge: 0
HOMO in eV: -8.77
Orbital gap in eV: 8.50
LUMO in eV: -0.3

***

Energies relative to the most stable structure, in hartree: (1) 0.0325; (2) 0.0000.